No. 1
{"formula": "C3H10NOS", "method": "the ωB97M-V functional and the def2-TZVPD basis", "elements": ["C", "S", "C", "H", "H", "H", "H", "H", "H", "N", "C", "O", "H", "H", "H", "H"], "positions_angstrom": [[-0.957, -0.437, 1.360], [-2.238, -0.795, 0.182], [-1.225, -0.567, -1.321], [-1.174, -0.649, 2.386], [-0.893, 0.587, 1.155], [0.015, -0.805, 1.247], [-0.282, -0.092, -1.182], [-1.199, -1.391, -1.949], [-1.912, 0.245, -1.833], [2.632, 0.615, -1.231], [2.425, 0.628, 0.239], [1.410, 1.328, 0.781], [1.689, 0.283, -1.609], [2.869, 1.424, -1.839], [2.256, -0.420, 0.528], [3.275, 0.868, 0.883]], "forces_ev_per_a": [[-0.8, 0.5, 0.4], [0.2, -1.6, -0.4], [-3.4, 3.5, -0.2], [-0.9, 0.0, 0.6], [0.9, 1.6, 0.7], [1.3, -1.0, -1.0], [0.7, 0.2, 0.6], [0.2, -1.7, -0.9], [1.7, -1.5, 0.3], [-1.4, -1.1, -1.7], [-1.2, 0.7, 1.9], [-0.6, 0.7, -0.9], [1.8, 0.6, 0.6], [-0.2, -0.2, 1.6], [0.2, -1.0, -0.7], [1.5, 0.3, -0.9]], "homo_ev": -2.3, "total_energy_ev": -17644.3040, "multiplicity": 1, "relative_energy_ev": 3.1386, "total_charge": -1, "e_lumo_ev": 3.33, "orbital_gap_ha": 0.2053}

=====

No. 2
{"formula": "C3H10NOS", "method": "the ωB97M-V functional and the def2-TZVPD basis", "elements": ["C", "C", "C", "S", "N", "H", "H", "H", "H", "H", "H", "H", "H", "H", "H", "O"], "positions_angstrom": [[-0.202, 1.893, 0.620], [0.036, 1.452, -0.810], [0.704, 0.053, -0.832], [-0.386, -1.306, -0.331], [-1.192, 1.505, -1.583], [0.708, 1.771, 1.201], [-0.986, 1.306, 1.090], [-0.551, 2.941, 0.678], [0.738, 2.127, -1.284], [1.066, -0.121, -1.859], [1.605, 0.132, -0.215], [-1.035, 1.095, -2.496], [-1.889, 0.910, -1.151], [1.877, -2.217, 2.126], [0.422, -1.852, 2.327], [1.228, -2.053, 2.827]], "forces_ev_per_a": [[-0.5, 0.7, 0.0], [0.1, -1.0, 0.2], [0.0, 0.3, -0.3], [0.0, -0.2, 0.3], [-0.4, 0.7, -0.3], [0.1, 0.1, 0.1], [0.0, -0.4, 0.0], [0.3, -0.2, -0.1], [0.3, 0.4, -0.1], [-0.1, 0.0, 0.1], [0.1, -0.2, 0.1], [0.1, -0.1, 0.0], [0.1, -0.3, 0.2], [-0.4, 0.1, 0.2], [0.1, 0.1, -0.4], [0.3, -0.1, 0.0]], "homo_ev": -2.8, "total_energy_ev": -17647.3998, "multiplicity": 1, "relative_energy_ev": 0.0428, "total_charge": -1, "e_lumo_ev": 4.11, "orbital_gap_ha": 0.2531}

=====

No. 3
{"formula": "C3H10NOS2", "method": "the ωB97M-V functional and the def2-TZVPD basis", "elements": ["C", "C", "C", "N", "O", "S", "S", "H", "H", "H", "H", "H", "H", "H", "H", "H", "H"], "positions_angstrom": [[-1.189, -0.268, 0.874], [0.670, 1.498, 0.487], [0.468, -0.689, -0.981], [-0.315, 0.350, -0.225], [0.092, 2.621, 0.159], [-0.653, -1.905, -1.708], [1.878, -1.401, -0.050], [-0.621, -0.789, 1.564], [-1.757, 0.477, 1.358], [-1.807, -0.895, 0.382], [1.649, 1.150, 0.122], [0.421, 1.351, 1.521], [0.995, -0.207, -1.813], [-1.107, 0.794, -0.828], [0.338, 3.218, -0.655], [-0.139, -3.021, -1.038], [1.076, -2.286, 0.831]], "forces_ev_per_a": [[1.6, 1.9, -1.0], [-1.1, -2.3, -1.7], [0.5, -0.5, -0.2], [-1.4, 0.1, 1.1], [-0.2, 4.7, -2.3], [0.5, -1.3, 0.3], [-2.0, -1.3, 1.4], [1.3, -0.9, 1.3], [-0.4, 1.1, 0.4], [-2.2, -2.2, -1.3], [-0.1, 0.9, 0.4], [0.7, -0.4, 0.6], [-0.3, 0.3, 0.2], [2.3, -0.5, 0.8], [-0.1, -2.2, 2.2], [-0.6, 1.1, -0.6], [1.4, 1.6, -1.5]], "homo_ev": -13.7, "total_energy_ev": -28472.5132, "multiplicity": 1, "relative_energy_ev": 2.1873, "total_charge": 1, "smiles": "C[N@@H+](CO)C(S)S", "e_lumo_ev": -3.31, "orbital_gap_ha": 0.3830}

=====

No. 4
{"formula": "C3H10NOSi", "method": "the ωB97M-V functional and the def2-TZVPD basis", "elements": ["C", "C", "C", "N", "O", "Si", "H", "H", "H", "H", "H", "H", "H", "H", "H", "H"], "positions_angstrom": [[-0.233, 3.589, -0.537], [0.556, -1.092, -1.246], [-0.437, -2.579, 1.327], [0.833, 2.968, -0.690], [-1.532, 0.186, 0.584], [-0.333, -0.745, 0.484], [-0.390, 4.645, -1.025], [0.923, 2.060, -0.296], [-1.105, 3.495, 0.182], [0.176, -0.437, -2.065], [1.739, -0.912, -1.277], [0.369, -2.086, -1.559], [-0.641, -3.406, 0.743], [0.464, -2.840, 1.827], [-1.186, -2.529, 2.030], [0.796, -0.318, 1.518]], "forces_ev_per_a": [[-1.9, 3.1, 0.8], [1.8, 2.2, 0.1], [1.0, 2.4, -1.4], [0.5, 0.6, -1.5], [-1.7, 1.1, -0.4], [3.0, -2.4, 1.2], [0.8, -1.8, 0.3], [-0.4, -0.9, 1.0], [1.0, -1.2, -0.7], [0.1, -0.2, 0.6], [-2.4, -0.5, 0.4], [-0.1, -1.2, -0.3], [-0.7, -1.8, -1.8], [1.1, 0.2, 0.6], [-1.9, 0.2, 1.9], [-0.2, 0.1, -0.8]], "homo_ev": -4.1, "total_energy_ev": -14688.6678, "multiplicity": 1, "relative_energy_ev": 0.7807, "total_charge": -1, "e_lumo_ev": 4.05, "orbital_gap_ha": 0.2978}